(1)
19
Properties=species:S:1:pos:R:3:forces:R:3:mulliken_charge:R:1 method="wB97M-V/def2-TZVPD" mol_weight_g_mol=100.161 fmax_ev_per_a=4.95 smiles="C/C=C/C=C/C.O" e_homo_ev=-8.07 total_charge=0 e_above_lowest_kcal_mol=77.14 gap_ev=8.866 e_tot_ha=-310.9363 lumo_ha=0.029
C -0.634227 -0.460341 -0.718149 -2.56 -0.33 -0.11 -0.1152
H -1.624078 1.521559 0.051049 1.35 -1.27 -1.03 0.1899
C -0.654537 0.944295 -0.218446 0.31 2.22 0.70 -0.3296
H 0.048292 3.448875 0.738450 0.73 0.44 -0.70 0.2825
H -2.674661 -0.974424 -0.270845 1.73 -0.88 -1.76 0.2166
C -1.364043 -2.887649 -0.914325 -2.38 0.80 -2.39 -0.8535
H 1.728484 3.232138 0.639376 2.25 0.49 0.59 0.3700
H -0.318126 -2.900733 -1.209262 0.07 -0.68 0.53 0.2921
O 2.027806 -0.761685 2.291650 -4.05 0.02 -2.82 -0.6054
H 2.821128 -0.756338 2.702470 4.05 0.03 1.86 0.2892
H -1.694304 -3.327660 0.017147 0.83 0.08 0.59 0.2347
H 1.372736 0.980165 0.055448 0.41 -0.15 -0.58 0.0193
H 2.176475 -0.700161 1.326253 0.01 -0.08 0.99 0.3309
C 0.885300 3.073362 0.071603 -4.89 0.74 0.07 -1.1291
H -1.967700 -3.601791 -1.652527 1.12 2.00 0.93 0.2573
C 0.521260 1.645697 -0.010366 -0.80 -2.92 -1.20 0.0716
C -1.708545 -1.325515 -0.862396 0.62 0.33 3.09 -0.0634
H 0.304208 -0.782238 -1.133418 0.53 -0.14 0.15 0.3005
H 0.754535 3.632445 -0.903712 0.68 -0.70 1.11 0.2415


(2)
19
Properties=species:S:1:pos:R:3:forces:R:3:mulliken_charge:R:1 method="wB97M-V/def2-TZVPD" mol_weight_g_mol=100.161 multiplicity=2 fmax_ev_per_a=2.10 e_homo_ev="-15.47 / -15.46" total_charge=+1 e_above_lowest_kcal_mol=28.33 gap_ev="10.370 / 6.989" e_tot_ha=-310.6721 lumo_ha="-0.187 / -0.311"
C 0.585949 0.150116 0.067578 -0.26 0.65 -0.70 -0.1856
C -3.228758 0.166014 -0.477691 1.13 -0.48 -0.59 -1.2807
H 2.314837 -1.158542 1.686496 -0.40 -0.05 -0.16 0.3601
H -3.472632 1.031959 -1.089611 -0.18 0.15 0.21 0.3396
H 0.457041 0.533235 1.078698 0.17 -0.12 0.13 0.4347
H -1.870169 1.265556 0.795368 0.22 0.24 -0.39 0.3915
H -0.892690 -0.508722 -1.487374 0.87 -0.20 -0.29 0.4210
H -4.009489 -0.065813 0.235400 -0.13 0.10 0.01 0.3523
C -1.872533 0.346065 0.199287 0.56 0.15 0.69 -0.6322
H -0.552484 1.222567 -1.287595 0.29 -0.02 -0.22 0.3144
C 1.845400 -0.278552 -0.291054 0.33 -0.83 0.71 -0.1593
H 4.108828 0.639235 0.490381 0.40 0.09 -0.26 0.3411
C -0.627759 0.255527 -0.761042 -1.62 0.53 1.21 -0.2931
C 2.789693 -0.805096 0.776632 0.57 -0.09 0.23 -0.5472
H -3.114078 -0.660146 -1.188092 -0.42 -0.12 0.15 0.3408
O 3.608292 0.265853 1.218232 -0.75 0.22 -0.18 -0.4167
H 2.192487 -0.391196 -1.309928 -0.18 0.29 -0.23 0.4360
H 3.385068 -1.615808 0.366323 0.03 -0.13 -0.11 0.3452
H -1.647003 -0.392244 0.977985 -0.64 -0.39 -0.22 0.4382